[1]
Molecular formula: C16H30AsBF6Mg2NO17
Method: DFT, ωB97M-V/def2-TZVPD

```
74
Properties=species:S:1:pos:R:3:forces:R:3
Mg -2.22442 -1.08818 4.87013 -0.2 2.8 -0.3
Mg 2.46758 1.24238 -1.69816 -0.1 0.7 -0.6
O -5.45757 -6.80939 -4.00688 0.4 0.8 3.4
C -5.40434 -6.58558 -2.80163 0.9 -0.3 -0.8
O -4.29277 -6.31490 -2.02809 -0.3 -0.1 -1.7
B -4.58689 -6.08739 -0.63298 -0.7 -1.8 0.1
O -6.05293 -6.36866 -0.51876 -0.8 -0.1 -1.9
C -6.56975 -6.62333 -1.77973 -1.9 -0.7 0.0
O -7.71989 -6.91186 -2.11724 3.0 1.0 1.7
O -4.20987 -4.78114 -0.14663 0.2 2.5 1.3
C -3.59131 -4.79995 1.02966 0.3 1.2 0.2
O -3.35752 -3.85770 1.80368 -0.7 -1.3 -1.7
C -3.19095 -6.25620 1.24267 0.4 -1.7 2.1
O -3.80436 -6.97240 0.32883 0.1 0.1 -0.4
O -2.53192 -6.67849 2.19227 -1.0 1.0 -1.9
N 0.89871 0.98425 2.46289 0.5 4.3 -0.8
O 1.13857 0.79241 1.26713 0.4 -1.3 -1.6
O 0.21796 0.18165 3.08908 -1.1 -1.7 1.5
O 1.24732 2.10879 2.92353 -0.4 -1.7 0.6
As 4.37389 -3.37196 -0.95590 0.4 -3.0 -0.6
F 5.06498 -2.74212 0.53532 -0.6 0.0 -0.8
F 5.99504 -3.23599 -1.70543 -1.7 0.1 0.4
F 3.62564 -3.92239 -2.53364 1.1 0.7 1.8
F 2.78839 -3.56754 -0.20159 0.8 0.7 -0.4
F 3.96083 -1.72302 -1.49328 -0.2 0.8 0.2
F 4.73349 -5.05970 -0.45596 -0.2 1.8 -0.7
C -4.13461 1.15167 3.01962 -0.4 1.6 0.1
O -3.67918 1.01115 4.37834 1.2 -3.1 -0.6
C -3.80361 2.17202 5.14188 -0.9 1.3 -0.4
C -3.10079 2.08369 6.48227 0.4 -0.7 -0.3
O -2.26081 0.89172 6.45360 -0.4 -1.0 -0.5
C -1.55771 0.73025 7.68879 0.0 0.6 0.1
H -3.46847 1.87820 2.55433 -0.1 0.0 -0.3
H -5.13069 1.58768 3.09603 -0.1 -0.1 -0.4
H -4.18762 0.25565 2.40120 0.3 -0.4 0.7
H -4.87119 2.38188 5.20789 -0.2 -0.1 0.6
H -3.43470 3.05430 4.61882 0.5 -0.2 -0.4
H -3.79382 2.07734 7.32355 0.0 -0.4 0.0
H -2.46209 2.96000 6.59293 0.2 -0.1 0.1
H -0.87364 -0.11571 7.62161 -0.1 0.0 -0.1
H -2.28400 0.58815 8.48904 0.2 0.0 0.2
H -0.99250 1.65362 7.81534 0.2 -0.2 0.5
C 4.17105 1.21653 -4.83908 1.8 0.0 0.4
O 2.83897 1.12211 -4.40876 0.3 0.4 -0.1
C 1.85425 1.35715 -5.43068 -1.7 -0.9 2.7
C 0.71514 0.41398 -4.88389 0.3 -0.1 -1.7
O 0.69026 0.32392 -3.45641 1.4 1.8 1.1
C -0.41237 -0.44397 -3.04173 -1.2 -0.8 -0.6
H 4.62553 2.13020 -4.45601 -0.1 0.4 -0.5
H 4.33631 1.09371 -5.90946 -0.4 0.3 0.0
H 4.78309 0.43554 -4.38787 -0.3 -0.4 0.2
H 2.20366 1.12165 -6.43595 -0.1 -0.2 0.2
H 1.45726 2.37038 -5.36859 0.5 0.3 -0.2
H 0.85351 -0.56961 -5.33277 0.3 -0.4 0.4
H -0.26362 0.70550 -5.26486 -0.1 0.4 0.2
H -0.60884 -0.55545 -1.97539 1.1 0.1 0.2
H -0.24062 -1.40749 -3.52156 -0.7 -0.3 0.3
H -1.32577 0.04184 -3.38495 -0.2 -0.2 -0.4
C 5.32791 2.61065 0.04371 1.3 0.9 0.3
O 4.21091 3.04650 -0.68892 -1.4 -0.1 -1.2
C 3.93739 4.45719 -0.48632 0.2 -0.6 1.2
C 2.81908 4.91950 -1.37512 0.2 -0.7 0.2
O 1.89402 3.80375 -1.46118 -1.1 1.1 -1.2
C 0.64895 4.29946 -2.09112 0.6 -1.1 0.0
H 5.25339 2.81717 1.11136 -0.5 -0.4 0.2
H 6.12697 3.28132 -0.27223 0.6 -0.5 -0.1
H 5.55541 1.56365 -0.15664 -0.1 0.2 0.0
H 4.80341 5.11435 -0.56542 0.5 -0.4 -0.7
H 3.72110 4.54478 0.57840 -0.7 0.0 0.1
H 3.15825 5.29398 -2.34095 0.1 -0.7 -0.4
H 2.35299 5.81074 -0.95493 -0.3 -0.2 0.5
H 0.79324 4.54841 -3.14246 0.4 0.1 0.0
H 0.26150 5.17664 -1.57291 0.0 -0.3 0.2
H -0.02483 3.44271 -2.08187 -0.3 0.3 0.3
```
Forces are in eV/Å.

**Energy above the lowest of the compared OMol25 structures with the same formula, charge and spin**: 351.4 kcal/mol
**Total charge**: +1
**2S+1**: 1
**HOMO energy**: -10.21 eV
**DFT total energy**: -5221.10878 a.u.
**Gap between HOMO and LUMO**: 1.66 eV

What are the Mulliken partial charges on each atom? They are as follows, in elementary charge units:
1 Mg 1.53
2 Mg 2.02
3 O -0.57
4 C 0.61
5 O -0.43
6 B 0.92
7 O -0.43
8 C 0.56
9 O -0.57
10 O -0.51
11 C 0.59
12 O -0.71
13 C 0.66
14 O -0.46
15 O -0.63
16 N 0.80
17 O -0.62
18 O -0.56
19 O -0.62
20 As 2.00
21 F -0.47
22 F -0.48
23 F -0.51
24 F -0.48
25 F -0.52
26 F -0.50
27 C -0.77
28 O -0.23
29 C -0.63
30 C -0.56
31 O -0.19
32 C -0.71
33 H 0.33
34 H 0.29
35 H 0.36
36 H 0.41
37 H 0.39
38 H 0.43
39 H 0.37
40 H 0.31
41 H 0.33
42 H 0.29
43 C -0.92
44 O -0.27
45 C -0.67
46 C -0.66
47 O -0.20
48 C -0.85
49 H 0.29
50 H 0.39
51 H 0.33
52 H 0.44
53 H 0.23
54 H 0.45
55 H 0.49
56 H 0.35
57 H 0.32
58 H 0.32
59 C -0.81
60 O -0.28
61 C -0.72
62 C -0.65
63 O -0.32
64 C -0.85
65 H 0.31
66 H 0.32
67 H 0.34
68 H 0.45
69 H 0.44
70 H 0.39
71 H 0.38
72 H 0.34
73 H 0.34
74 H 0.25

[2]
Molecular formula: C3H4NOS2
Method: DFT, ωB97M-V/def2-TZVPD

```
11
Properties=species:S:1:pos:R:3:forces:R:3
C -1.06832 0.21747 -0.34067 1.4 1.0 1.4
C 1.68511 0.14990 0.11591 -1.2 -2.1 -0.1
C 0.55985 0.29350 1.01877 -1.3 -2.6 -0.7
N -1.05692 -0.96966 -0.64257 1.4 -1.9 0.4
O 2.03130 -1.13773 -0.42801 0.1 1.4 0.7
S 2.59486 1.30788 -0.53688 0.9 1.5 -0.2
S -1.84449 1.62602 -0.53666 -0.3 1.0 -0.1
H 0.38575 1.18543 1.61877 0.4 -0.2 -0.4
H 0.19419 -0.70471 1.47899 0.8 1.8 -0.5
H 1.36606 -1.82799 -0.46743 -1.0 0.4 0.6
H -1.57476 -1.21678 -1.43855 -1.3 -0.2 -1.1
```
Forces are in eV/Å.

**Energy above the lowest of the compared OMol25 structures with the same formula, charge and spin**: 49.2 kcal/mol
**Total charge**: -1
**2S+1**: 1
**HOMO energy**: -3.58 eV
**DFT total energy**: -1043.07494 a.u.
**Gap between HOMO and LUMO**: 7.13 eV

What are the Mulliken partial charges on each atom? They are as follows, in elementary charge units:
1 C 0.30
2 C 0.41
3 C -0.94
4 N -0.57
5 O -0.51
6 S -0.43
7 S -0.44
8 H 0.39
9 H 0.23
10 H 0.32
11 H 0.24

[3]
Molecular formula: C17H22N5O5S5Yb
Method: DFT, ωB97M-V/def2-TZVPD

```
55
Properties=species:S:1:pos:R:3:forces:R:3
Yb -0.36384 0.01752 0.11294 1.0 3.8 -1.0
S -2.56887 7.44007 -0.87015 -0.2 0.5 0.1
C -2.53760 5.84073 -0.65818 0.2 -1.3 -0.3
S -2.78120 4.67172 -1.97459 0.2 0.7 1.2
C -2.28621 3.22483 -1.10633 0.0 0.6 1.2
C -2.10965 3.33320 0.33106 -0.4 1.4 -1.9
S -1.82563 2.28477 1.56618 0.4 -1.3 0.0
S -2.14096 5.00889 0.83993 -0.3 0.8 -0.2
S -1.94610 1.98817 -2.13149 0.3 -1.8 -0.1
C 1.65320 -3.17796 -2.37762 1.1 -1.1 0.3
C 1.74116 -2.02140 -1.43107 0.4 0.9 1.1
O 0.73172 -1.69074 -0.77362 1.5 -0.6 -1.2
N 2.93410 -1.35407 -1.27872 -1.2 -2.1 -0.7
C 3.10953 -0.22034 -0.41749 -0.1 0.2 0.7
C 2.67790 1.00957 -1.17102 0.0 0.2 0.1
C 3.48739 1.45172 -2.21391 0.4 -0.7 0.8
C 3.22283 2.66027 -2.79022 -0.8 0.6 -0.3
C 2.09578 3.37315 -2.33965 0.4 0.4 0.9
C 1.27357 2.81452 -1.34101 0.0 0.5 -0.4
N 1.55274 1.61162 -0.79531 -0.2 0.5 -0.1
H 0.61535 -3.54722 -2.34706 0.6 0.2 -0.4
H 2.35463 -4.00855 -2.05541 -0.9 0.8 0.0
H 2.05440 -2.92513 -3.36855 -0.6 0.1 0.1
H 3.75714 -1.80838 -1.63542 -0.1 0.0 -0.2
H 4.18961 -0.15327 -0.16434 -0.8 0.0 0.0
H 2.52089 -0.34043 0.51783 0.5 0.2 -0.4
H 4.36968 0.83539 -2.39809 -0.2 0.4 -0.4
H 3.86380 3.06549 -3.56878 -0.1 0.0 0.2
H 2.01846 4.44067 -2.59709 -0.4 -0.7 -0.2
H 0.37249 3.35676 -0.94127 1.1 -0.7 -0.5
C -0.62069 -1.84571 4.16677 -0.4 -1.2 0.6
C 0.16234 -1.06697 3.17968 -0.8 0.3 -0.5
N -0.34674 -1.03576 1.96894 0.6 -0.9 1.9
O -1.48400 -1.88342 1.88971 -0.9 -0.5 -1.2
C 1.35701 -0.41855 3.54962 0.7 1.3 0.1
C 1.80779 -0.39445 4.97591 0.3 -1.1 0.0
N 1.99989 0.36367 2.64260 -1.3 -1.7 -1.0
O 3.14695 0.76706 2.88278 0.3 0.6 0.5
H -0.50077 -2.91655 3.93188 0.2 0.2 0.1
H -1.70739 -1.72811 4.01560 0.6 0.4 0.4
H -0.28985 -1.68978 5.19606 -0.5 0.0 -0.4
H -1.73161 -1.88481 0.92524 0.3 -0.1 1.6
H 1.46302 0.53538 5.44414 0.3 -0.2 0.2
H 2.90153 -0.49811 4.99833 -0.3 0.4 0.2
H 1.38991 -1.28161 5.48608 0.5 0.7 0.1
N -4.90404 -2.75123 -2.13823 1.8 -1.4 1.2
C -4.26101 -1.98264 -1.05449 -1.2 -0.2 0.4
C -2.80145 -1.82234 -1.35951 1.9 1.5 1.2
O -2.02422 -1.17319 -0.61495 -3.0 -2.2 -2.2
O -2.38717 -2.31536 -2.49229 -1.1 -0.6 -0.2
H -5.06354 -3.72513 -1.84298 -0.1 0.8 -0.3
H -3.23137 -2.74222 -2.88680 0.8 0.6 0.3
H -5.74563 -2.33118 -2.39873 -1.5 0.5 -0.6
H -4.47305 -2.38789 -0.02555 0.6 0.4 -0.9
H -4.69223 -0.97262 -1.06137 0.3 -0.1 0.1
```
Forces are in eV/Å.

**Energy above the lowest of the compared OMol25 structures with the same formula, charge and spin**: 47.1 kcal/mol
**2S+1**: 2
**HOMO energy (spin up / spin down)**: -6.28 / -6.28 eV
**DFT total energy**: -4460.55630 a.u.
**Gap between HOMO and LUMO (spin up / spin down)**: 6.00 / 5.10 eV

What are the Mulliken partial charges on each atom? They are as follows, in elementary charge units:
1 Yb 0.80
2 S -0.24
3 C 0.11
4 S -0.09
5 C 0.14
6 C 0.18
7 S -0.36
8 S -0.07
9 S -0.37
10 C -1.39
11 C 0.58
12 O -0.38
13 N 0.07
14 C -0.49
15 C 1.10
16 C -1.07
17 C -0.30
18 C -0.87
19 C -0.07
20 N 0.02
21 H 0.25
22 H 0.35
23 H 0.37
24 H 0.29
25 H 0.55
26 H -0.37
27 H 0.38
28 H 0.42
29 H 0.37
30 H 0.40
31 C -1.58
32 C 0.00
33 N 0.26
34 O -0.50
35 C 0.67
36 C -1.26
37 N 0.19
38 O -0.67
39 H 0.29
40 H 0.33
41 H 0.42
42 H 0.45
43 H 0.22
44 H 0.34
45 H 0.42
46 N -0.61
47 C -0.01
48 C 0.16
49 O -0.49
50 O -0.44
51 H 0.22
52 H 0.46
53 H 0.22
54 H 0.30
55 H 0.29

Look up the DFT total energy of the first one. -5221.10878 a.u.

Among the records above, which one has the lowest DFT total energy? C16H30AsBF6Mg2NO17